{
  "formula": "C4H4N2O",
  "method": "the ωB97M-V functional and the def2-TZVPD basis",
  "homo_ev": -9.39,
  "charge": 0,
  "molar_mass_g_mol": 96.09,
  "multiplicity": 1,
  "de_lowest_ev": 4.051,
  "smiles": "C#CC(=O)NN=C",
  "homo_lumo_gap_ev": 9.45,
  "elements": ["O", "N", "N", "C", "C", "C", "C", "H", "H", "H", "H"],
  "positions_angstrom": [[1.664, -2.022, -0.114], [-0.312, -0.880, 0.144], [-0.965, 0.199, -0.150], [1.167, -0.900, 0.008], [-2.263, 0.223, -0.083], [2.163, 1.574, -0.061], [1.843, 0.405, 0.022], [-2.540, 1.281, -0.062], [-0.589, -1.812, -0.130], [-2.847, -0.620, 0.311], [2.679, 2.551, 0.116]]
}